1.
# C33H34IN7O10P

6 unconnected molecules or ions with the total composition C33H34IN7O10P at a distorted geometry (ωB97M-V with the def2-TZVPD basis set, the OMol25 dataset).

```
86
Properties=species:S:1:pos:R:3
N -0.20894 0.67822 1.57379
P -1.38712 1.48043 0.83287
N -2.86408 0.94542 1.14743
C -3.72817 1.91288 1.79430
C -5.20838 1.54801 1.55216
C -5.43645 0.10863 1.21849
I -5.16882 -1.15755 2.93837
H 0.33030 1.33335 2.13283
H -1.18304 1.35597 -0.56859
H -1.32133 2.87827 1.07695
H -3.55609 1.94377 2.87669
H -3.58522 2.93028 1.42301
H -5.75936 1.76141 2.45916
H -5.57960 2.13377 0.71810
H -4.84633 -0.24042 0.39449
H -6.47400 -0.02410 0.95495
C 1.77749 2.61117 -5.26841
C 0.68331 3.46237 -5.36167
C 0.09994 3.97648 -4.21376
C 0.63409 3.63527 -2.98722
C 1.71567 2.78839 -2.87559
C 2.28698 2.27149 -4.02373
N 0.04697 4.17717 -1.75291
O -0.94366 4.87664 -1.85183
O 0.60053 3.88273 -0.71735
H 2.22874 2.20800 -6.16507
H 0.28098 3.72379 -6.33046
H -0.75339 4.63362 -4.27874
H 2.10656 2.52539 -1.90447
H 3.12858 1.59805 -3.93771
C 5.52425 -0.60099 0.49548
C 6.69126 -0.71210 -0.25040
C 6.62661 -0.82006 -1.62797
C 5.38803 -0.81396 -2.23944
C 4.21406 -0.70985 -1.51322
C 4.28631 -0.60222 -0.13463
N 5.30983 -0.90657 -3.70419
O 6.34619 -1.01105 -4.33311
O 4.20112 -0.86423 -4.19781
H 5.57912 -0.51281 1.57187
H 7.65316 -0.71339 0.23927
H 7.53131 -0.90559 -2.20914
H 3.25450 -0.71031 -2.00765
H 3.37695 -0.51731 0.44471
C -3.73934 -3.46090 5.61038
C -5.12732 -3.48106 5.59647
C -5.82269 -4.11246 6.61380
C -5.11189 -4.71499 7.63580
C -3.72969 -4.70996 7.66375
C -3.04330 -4.07763 6.64145
N -5.84353 -5.37006 8.72763
O -7.05779 -5.38084 8.67258
O -5.19449 -5.86679 9.62933
H -3.20151 -2.96014 4.81576
H -5.66475 -2.99792 4.78795
H -6.90145 -4.13026 6.60704
H -3.19320 -5.18843 8.46827
H -1.96270 -4.06211 6.64949
C 10.52104 -5.53926 -3.99630
C 10.26706 -4.17862 -4.09349
C 9.99990 -3.43985 -2.95391
C 9.99468 -4.08074 -1.72987
C 10.23871 -5.43540 -1.61347
C 10.50335 -6.16671 -2.75842
N 9.72696 -3.29718 -0.51547
O 9.49546 -2.11165 -0.65271
O 9.74860 -3.87788 0.54973
H 10.73302 -6.11282 -4.88835
H 10.27745 -3.69134 -5.05776
H 9.79945 -2.38203 -3.02432
H 10.22412 -5.91688 -0.64805
H 10.69741 -7.22721 -2.68462
C -7.29474 6.23886 -2.28551
C -8.14183 6.56499 -1.23548
C -8.58824 5.57931 -0.37199
C -8.17453 4.27756 -0.57588
C -7.33636 3.93243 -1.61781
C -6.89551 4.92422 -2.47749
N -8.62384 3.22806 0.35166
O -9.36496 3.55493 1.25901
O -8.21521 2.10484 0.15481
H -6.94182 7.01254 -2.95405
H -8.45155 7.58971 -1.08609
H -9.24491 5.82565 0.44781
H -7.02402 2.90890 -1.75738
H -6.23493 4.67071 -3.29410
```

* multiplicity: 1
* charge: -1
* total energy: -83054.07753 eV



2.
# C33H34N2O2OsSi

A molecular structure, C33H34N2O2OsSi (ωB97M-V with the def2-TZVPD basis set, the OMol25 dataset).

```
73
Properties=species:S:1:pos:R:3
Os -0.58627 -0.08534 -0.63534
C -3.80938 2.88561 -1.24423
C -4.54737 2.79255 -0.06994
C -4.16133 1.88108 0.89403
C -3.04496 1.06407 0.69217
C -2.26410 1.14717 -0.47767
C -2.69970 2.07966 -1.43363
C -2.59400 0.11566 1.72890
C -3.38178 -0.13921 2.88680
C -2.93258 -0.98743 3.84183
C -1.66490 -1.59591 3.69342
C -1.12435 -2.45482 4.67578
C 0.11451 -3.00451 4.50963
C 0.85590 -2.70432 3.35050
C 0.35163 -1.88226 2.37974
C -0.93248 -1.31271 2.52125
N -1.42580 -0.48289 1.53598
H -4.09551 3.60037 -2.00712
H -5.40860 3.42736 0.09223
H -4.73418 1.83076 1.81011
H -2.13598 2.19407 -2.35402
H -4.34562 0.33337 2.98608
H -3.52582 -1.20289 4.72281
H -1.71295 -2.66087 5.56184
H 0.52988 -3.66024 5.26331
H 1.84447 -3.12803 3.22483
H 0.91034 -1.66515 1.48280
C -0.76541 -3.44189 -1.07505
Si 1.04842 -2.96536 -1.18861
C 2.06487 -4.21059 -0.20289
C 1.57574 -3.05483 -2.99813
N 1.16630 -1.37298 -0.56969
C 2.30509 -0.66430 -0.32574
C 3.62611 -1.11873 -0.48777
C 4.71386 -0.31020 -0.19038
C 4.54607 0.98159 0.28298
C 3.25438 1.47512 0.45833
C 2.19540 0.66009 0.14895
O 0.84303 1.07477 0.34024
C 0.57493 2.45031 0.47137
C 0.76213 3.30468 -0.59752
C 0.42767 4.63849 -0.43286
C -0.08758 5.09181 0.77655
C -0.26119 4.21121 1.83276
C 0.07901 2.87210 1.68595
H -0.97008 -4.33870 -1.66571
H -1.42952 -2.65492 -1.45598
H -1.05907 -3.64096 -0.04172
H 1.51051 -5.14356 -0.07698
H 2.29207 -3.82322 0.79256
H 3.01265 -4.45466 -0.68680
H 1.85358 -4.06951 -3.29291
H 2.43783 -2.40650 -3.17597
H 0.76861 -2.73118 -3.65868
H 3.79277 -2.12268 -0.85859
H 5.71280 -0.70248 -0.33563
H 5.39840 1.60471 0.51418
H 3.08765 2.47815 0.82680
H 1.15074 2.91489 -1.52822
H 0.55930 5.32761 -1.25679
H -0.35626 6.13340 0.89200
H -0.66523 4.56109 2.77344
H -0.05280 2.15352 2.48428
C 1.32985 1.07478 -4.15562
O 0.97428 0.92585 -2.78287
C -0.16761 0.31292 -2.40281
C -1.08561 -0.10943 -3.52820
H 0.61245 1.69906 -4.69066
H 1.41466 0.10521 -4.64753
H 2.30152 1.56160 -4.15428
H -0.60535 -0.86334 -4.15702
H -1.36044 0.73231 -4.16947
H -2.00563 -0.53044 -3.12143
```

* multiplicity: 1
* total energy: -52192.79889 eV



3.
# C33H35Cl5O5PS4SiTi

A molecular structure, C33H35Cl5O5PS4SiTi at a distorted geometry (ωB97M-V with the def2-TZVPD basis set, the OMol25 dataset).

```
85
Properties=species:S:1:pos:R:3
Ti 1.01826 0.70463 0.21544
C -1.28405 -2.58836 1.77075
C -2.20723 -2.11834 2.88868
S -2.44695 -0.33588 3.09437
C -1.89519 -0.02884 4.79544
C -0.58090 0.70738 5.03224
S 0.93879 0.14073 4.23253
C 0.87445 -1.65084 4.40840
C 1.18590 -2.39337 3.11305
S 0.36247 -1.87692 1.59019
H -1.12797 -3.66453 1.88283
H -1.75961 -2.43898 0.80427
H -3.18610 -2.55145 2.67164
H -1.89539 -2.52731 3.84765
H -2.67809 0.58412 5.24583
H -1.92831 -0.97847 5.32965
H -0.66400 1.74341 4.69539
H -0.42783 0.74150 6.11333
H 1.60436 -1.97594 5.15213
H -0.10618 -1.92661 4.78457
H 2.24856 -2.32020 2.88156
H 0.95466 -3.45466 3.22883
O 0.79994 2.68800 0.03761
S -0.21482 2.79846 1.16755
O 0.07723 3.73467 2.18635
O -0.25380 1.35660 1.58734
C -1.72929 3.19664 0.39174
C -2.29799 4.42248 0.70963
C -3.45090 4.81222 0.04473
C -4.00324 3.98924 -0.92458
C -3.41375 2.77110 -1.23655
C -2.26515 2.34689 -0.58245
P -1.43162 0.77923 -1.04688
C -2.71365 -0.49058 -0.90472
C -2.43629 -1.74867 -1.44748
C -3.34555 -2.78539 -1.31860
C -4.53062 -2.58368 -0.61968
C -4.79915 -1.34514 -0.05651
C -3.89659 -0.29858 -0.19862
C -1.15369 1.04829 -2.83787
C -0.18390 1.99605 -3.17556
C 0.14189 2.23426 -4.49937
C -0.49419 1.52165 -5.50984
C -1.46478 0.58844 -5.18533
C -1.79609 0.35221 -3.85527
H -1.84286 5.04862 1.46310
H -3.91135 5.76190 0.27933
H -4.89776 4.29921 -1.44801
H -3.84807 2.14504 -2.00739
H -1.50319 -1.92067 -1.96737
H -3.12623 -3.75177 -1.75336
H -5.24214 -3.39181 -0.51431
H -5.71529 -1.18701 0.49666
H -4.11585 0.65746 0.25926
H 0.31357 2.56992 -2.39754
H 0.89130 2.97506 -4.74428
H -0.23789 1.70117 -6.54526
H -1.97479 0.04101 -5.96681
H -2.57006 -0.36721 -3.62819
Cl 8.27124 1.31024 0.05969
C 6.60288 1.08224 0.36739
C 5.65805 1.56075 -0.53878
Cl 6.13762 2.36308 -1.97636
C 4.30997 1.36899 -0.27597
Cl 3.09754 1.89243 -1.39609
C 3.88011 0.72871 0.87867
O 2.56159 0.56654 1.10437
C 4.82284 0.23878 1.77097
Cl 4.27723 -0.56323 3.19177
C 6.18136 0.41487 1.51889
Cl 7.33596 -0.19720 2.62564
C 3.12038 -0.91186 -3.17528
Si 2.09674 -1.70169 -1.85728
C 0.88028 -2.84125 -2.65169
C 3.14745 -2.60181 -0.63142
O 1.21285 -0.50879 -1.01835
H 3.36960 -1.68317 -3.90877
H 4.05641 -0.49591 -2.79989
H 2.57523 -0.12112 -3.69554
H 1.42731 -3.59050 -3.22977
H 0.22391 -2.30681 -3.34384
H 0.27159 -3.37267 -1.91656
H 3.97425 -3.10040 -1.14342
H 2.56518 -3.35756 -0.10246
H 3.57939 -1.92903 0.11382
```

* relative energy (zero: lowest compared OMol25 entry of this formula, charge and spin): 112.6 kJ/mol
* multiplicity: 1
* charge: +1
* total energy: -191262.16222 eV